ORCA calculation (ωB97M-V with the def2-TZVPD basis set) on C31H64AlBr4Cl3LiN3O9S as an isolated structure at a distorted geometry.

The geometry in XYZ format:
```
117
Properties=species:S:1:pos:R:3
C -1.91571 -6.69387 0.80318
O -1.64768 -5.39834 1.32625
C -1.85618 -5.28150 2.72212
C -2.76679 -4.11040 3.05866
C -2.39341 -2.83947 2.29465
C -1.46213 -1.91940 3.12328
C -0.10408 -1.76860 2.43030
C 1.01123 -1.23492 3.32443
C 2.38018 -1.44584 2.64664
C 2.95452 -2.86564 2.61900
C 2.95462 -3.63457 1.28268
C 4.33175 -4.28104 1.13559
O 4.62061 -5.19310 2.15977
C 3.74208 -6.30003 2.22547
O 2.74411 -2.78662 0.11218
C 2.23927 -3.56426 -0.88812
O 2.97410 -3.98906 -1.75376
C 0.78815 -3.97542 -0.93873
C 0.17364 -3.67167 -2.29073
C -1.28400 -4.11960 -2.30519
C -2.03533 -3.43225 -3.44506
O -1.54512 -3.83165 -4.69053
C -1.85170 -5.18991 -5.02262
H -2.93923 -6.74399 0.43646
H -1.25293 -6.85711 -0.04211
H -1.72025 -7.47994 1.52303
H -0.88624 -5.11579 3.19856
H -2.28015 -6.17830 3.16241
H -2.71814 -3.94218 4.12719
H -3.77778 -4.38466 2.78059
H -3.30655 -2.27028 2.10338
H -1.88883 -3.06733 1.35606
H -1.90561 -0.93846 3.25625
H -1.26810 -2.33444 4.10608
H 0.23153 -2.74340 2.08687
H -0.25473 -1.10580 1.55509
H 0.91975 -0.17069 3.47174
H 0.99926 -1.76556 4.26893
H 2.36189 -0.97096 1.66284
H 3.07366 -0.86184 3.24524
H 2.41301 -3.48260 3.33190
H 3.97131 -2.83015 2.98315
H 2.16537 -4.38498 1.28693
H 4.48054 -4.69465 0.13917
H 5.04590 -3.46908 1.23252
H 4.31857 -7.20840 2.34628
H 3.11863 -6.40048 1.33841
H 3.07400 -6.21636 3.08196
H 0.24484 -3.50010 -0.12898
H 0.80442 -5.04470 -0.77687
H 0.22974 -2.60256 -2.48115
H 0.67710 -4.23933 -3.06004
H -1.77125 -3.87824 -1.33825
H -1.30011 -5.20205 -2.38506
H -3.10943 -3.62442 -3.35238
H -1.82383 -2.36970 -3.34998
H -0.93993 -5.77884 -5.02510
H -2.27180 -5.21885 -6.01827
H -2.56688 -5.59839 -4.31785
C 3.34838 -1.78003 -6.36995
S 4.51697 -1.28629 -5.09743
O 5.75893 -0.86658 -5.78070
C 4.80203 -2.91369 -4.40059
H 3.07446 -0.89499 -6.93980
H 3.82001 -2.51042 -7.02625
H 2.46104 -2.20294 -5.89935
H 5.17979 -3.57926 -5.17628
H 3.86937 -3.29522 -3.98740
H 5.53805 -2.82099 -3.60544
C -5.12262 -7.33803 -6.87690
Br -6.76427 -8.24901 -7.26335
Br -5.43677 -5.55618 -6.21323
Br -4.00857 -8.34823 -5.67162
H -4.58036 -7.24080 -7.80547
Li 0.09972 0.38691 0.84428
Cl -0.65622 1.82305 3.00600
Al -2.72838 -2.56630 -0.25233
C -4.15507 6.08554 4.91739
C -2.77715 5.51230 4.58925
C -2.13561 6.13086 3.29121
O -2.66177 5.67196 2.08774
C -3.87259 6.28519 1.66956
N -2.85539 4.08088 4.50427
H -4.93773 5.68054 4.27595
H -4.42034 5.83573 5.94316
H -4.16135 7.17153 4.82282
H -2.10860 5.76287 5.41692
H -1.08225 5.84550 3.28022
H -2.17944 7.22640 3.34021
H -3.91181 7.33786 1.95644
H -4.73673 5.75525 2.07745
H -3.91975 6.21366 0.58428
H -1.91777 3.69109 4.38647
H -3.33484 3.83746 3.63812
C 0.99556 5.45413 0.52878
Cl 1.04939 6.88896 1.56935
Cl 1.27727 3.98079 1.47065
H 0.01792 5.39647 0.06734
H 1.76177 5.53989 -0.22740
N 1.15871 10.79944 -0.46278
C 1.49744 10.05461 0.62134
C 2.04004 10.91919 1.58775
C 2.01589 12.20068 1.05683
C 1.45917 12.10683 -0.22447
H 0.74727 10.43510 -1.30616
H 1.33178 8.98671 0.63264
H 2.40344 10.62639 2.55771
H 2.35583 13.10618 1.52880
H 1.26204 12.86557 -0.96362
Br -4.70797 -3.18034 0.54037
C 2.07696 8.33132 -3.42865
N 1.62712 7.29524 -2.45738
O 1.98076 6.15364 -2.64146
O 0.92207 7.66037 -1.52450
H 2.68552 7.85132 -4.18468
H 1.18700 8.77522 -3.86583
H 2.65175 9.06854 -2.87473
```

As for the charge: +2. Its total energy is -391432.4921 eV. The HOMO energy is -0.4329 hartree. The calculation puts the LUMO energy at -10.58 eV.

ORCA calculation (ωB97M-V with the def2-TZVPD basis set) on C31H64HgNO15S6 as an isolated structure at a distorted geometry.

The geometry in XYZ format:
```
118
Properties=species:S:1:pos:R:3
Hg 2.09032 -0.25849 -0.77551
O -1.78951 0.56679 0.57583
C -0.58334 0.26246 0.08588
O -0.18666 0.43134 -1.03442
O 0.31208 -0.26504 0.80392
H -1.68010 0.32367 1.49807
C -3.10097 -1.25765 3.38403
C -1.86284 -0.67001 4.03273
N -1.45919 0.64039 3.52660
C -2.37924 1.68992 3.87503
C -2.06562 3.00248 3.07684
C -0.02871 0.82539 3.96844
C 0.14333 1.03528 5.50352
H -3.13773 -1.15118 2.29986
H -3.98062 -0.74196 3.76923
H -3.09391 -2.32998 3.57939
H -1.92968 -0.72473 5.11931
H -1.06734 -1.34283 3.71244
H -3.36931 1.29645 3.64468
H -2.34074 1.80662 4.95808
H -1.07420 3.40672 3.28126
H -2.05405 2.85158 1.99740
H -2.76704 3.79402 3.34060
H 0.47383 1.59334 3.38038
H 0.53511 -0.08884 3.78297
H -0.22304 0.16262 6.04421
H -0.35622 1.91613 5.90681
H 1.16845 1.11078 5.86619
C -0.73046 4.36632 -0.83825
C -1.01158 3.60726 -2.16239
C 0.33608 3.51348 -2.88905
S 1.69463 3.45601 -1.62856
O 2.60165 4.58873 -1.74532
O 2.18900 2.08723 -1.56378
C 0.47267 3.73913 -0.20656
H -1.57646 4.39170 -0.15143
H -0.41346 5.34928 -1.18669
H -1.75298 4.08356 -2.80393
H -1.42585 2.60267 -2.07708
H 0.49855 4.33279 -3.58936
H 0.56523 2.62124 -3.47172
H 1.00413 4.26266 0.58815
H 0.26984 2.75145 0.20748
C -4.64361 0.90494 -3.09741
C -3.97004 -0.32478 -2.31525
C -4.97521 -1.48883 -2.11332
S -6.62987 -0.89800 -2.78096
O -7.67998 -1.08512 -1.78572
O -6.80133 -1.19971 -4.17263
C -6.13953 0.86279 -2.84925
H -4.38253 0.68819 -4.13325
H -4.18022 1.87314 -2.90781
H -3.73455 0.09711 -1.33819
H -3.10253 -0.74037 -2.82791
H -5.11392 -1.54916 -1.03387
H -4.72535 -2.48368 -2.48202
H -6.41872 1.39022 -1.93712
H -6.77100 1.31011 -3.61688
C 3.84730 4.08080 2.54151
C 4.17168 3.28948 3.79926
C 3.85481 1.81937 3.52465
S 4.16298 1.47741 1.61285
O 2.95260 1.08828 0.88153
O 5.44874 0.81651 1.43017
C 4.45532 3.35619 1.35365
H 4.21240 5.08922 2.73615
H 2.75899 4.12861 2.57885
H 3.55095 3.74499 4.57083
H 5.20891 3.50274 4.05764
H 2.81165 1.60581 3.75769
H 4.54381 1.19699 4.09563
H 4.18593 3.62592 0.33248
H 5.51117 3.60549 1.45911
C -1.76565 -4.28584 -2.63015
C -0.88096 -5.49505 -2.47026
C 0.44606 -4.91581 -2.10713
S 0.08691 -3.45884 -0.99797
O 0.84806 -2.29180 -1.46053
O 0.19592 -3.92751 0.41308
C -1.67683 -3.27740 -1.46809
H -2.75089 -4.68659 -2.86849
H -1.49748 -3.76893 -3.55156
H -0.82792 -6.08842 -3.38306
H -1.34271 -6.13593 -1.71915
H 0.95481 -4.52729 -2.98937
H 1.11795 -5.62140 -1.61845
H -1.73102 -2.20513 -1.65619
H -2.30749 -3.55710 -0.62421
C -0.43847 0.02629 -6.06194
C 0.83379 -0.42135 -6.79734
C 2.02842 -0.36447 -5.83319
S 1.42398 -1.08963 -4.29124
O 1.85081 -0.36992 -3.09428
O 1.50350 -2.52231 -4.35590
C -0.36626 -0.66115 -4.64862
H -1.31903 -0.15076 -6.67950
H -0.49017 1.11484 -6.08372
H 0.97978 0.14792 -7.71533
H 0.59355 -1.45635 -7.04058
H 2.29971 0.66224 -5.58748
H 2.89533 -0.99472 -6.03159
H -0.66176 0.02383 -3.85390
H -0.92864 -1.57373 -4.45104
C 3.97057 -2.24717 4.21020
C 2.91250 -3.36423 4.13863
C 2.19319 -3.19664 2.76850
S 3.43750 -2.76624 1.56746
O 3.00393 -1.56219 0.85232
O 3.79856 -3.93974 0.79829
C 4.71783 -2.34692 2.87899
H 4.60095 -2.26508 5.09925
H 3.55909 -1.24714 4.34701
H 2.17534 -3.20768 4.92615
H 3.41831 -4.32931 4.10933
H 1.51537 -2.34870 2.86676
H 1.64629 -4.10591 2.51905
H 5.24531 -1.43819 2.58902
H 5.40914 -3.18568 2.96064
```

As for the charge: +1. Its total energy is -134563.6767 eV. Its energy above the lowest of the compared OMol25 structures with the same formula, charge and spin is 0.0 kJ/mol. The HOMO energy is -0.4014 hartree. The calculation puts the LUMO energy at -2.62 eV.

ORCA calculation (ωB97M-V with the def2-TZVPD basis set) on C31H65As2GeNReSi5 as an isolated structure at a distorted geometry.

The geometry in XYZ format:
```
106
Properties=species:S:1:pos:R:3
Re 0.28766 0.04015 -0.77124
C -2.57603 1.81062 4.49137
As -3.41238 0.82996 3.01463
C -5.27598 1.35213 3.27953
C -3.06723 2.13714 1.51892
C -3.22265 3.55589 2.00921
C -3.10742 4.68124 1.30469
C -2.84651 4.78661 -0.12570
C -2.61063 3.78374 -0.97154
C -2.55084 2.32405 -0.60900
As -1.88560 1.23872 -2.14840
C -1.47991 2.52604 -3.55246
C -3.42990 0.47966 -3.05453
H -3.17840 2.64461 4.84508
H -1.59269 2.18033 4.19646
H -2.44464 1.11016 5.31549
H -5.41075 2.43266 3.27515
H -5.59242 0.96190 4.24628
H -5.90861 0.90126 2.51548
H -3.44532 3.67153 3.06060
H -3.25196 5.61662 1.83043
H -2.88646 5.78510 -0.54396
H -2.52021 4.04561 -2.01400
H -2.42147 2.98974 -3.84470
H -1.08456 2.00919 -4.42093
H -0.78741 3.30168 -3.23935
H -4.17409 1.27451 -3.11576
H -3.84725 -0.37047 -2.53669
H -3.13521 0.19877 -4.06530
C -2.80925 -3.06153 -2.22979
Si -1.14344 -2.66876 -1.51540
C -0.14121 -4.23010 -1.40708
C -0.14591 -1.59489 -2.74601
C -0.98548 -1.56941 0.00081
C -1.87624 -0.45244 0.32291
C -3.32133 -0.57929 0.14449
C -4.19266 0.43243 0.03435
C -3.84676 1.87061 0.17207
C -1.75673 1.99715 0.69802
N -1.16866 0.65162 0.60885
Si -0.74787 -2.59863 1.65546
C 0.82307 -3.62305 1.63275
C -0.66940 -1.52730 3.18654
C -2.26071 -3.68115 1.71614
H -2.67370 -3.67849 -3.12144
H -3.38837 -2.18922 -2.51492
H -3.41059 -3.64693 -1.53052
H -0.12905 -4.66716 -2.40917
H -0.57446 -4.97737 -0.74261
H 0.89497 -4.05955 -1.10841
H 0.58828 -2.22432 -3.25907
H 0.65999 -0.78378 -2.46236
H -0.72978 -1.07853 -3.50618
H -3.66632 -1.60058 0.04819
H -5.23516 0.18589 -0.13965
H -4.70469 2.51535 -0.00140
H -0.96168 2.68896 0.97379
H 1.71038 -3.04290 1.35403
H 0.78751 -4.50668 1.00421
H 0.99472 -3.96431 2.65729
H -0.50621 -0.47495 2.98409
H 0.11079 -1.88560 3.85966
H -1.61295 -1.60242 3.72710
H -2.39574 -4.27687 0.81085
H -3.16210 -3.08672 1.87744
H -2.18450 -4.38242 2.55005
C 5.72721 -1.65823 -0.19633
Si 4.21745 -2.53125 -0.82885
C 3.93872 -4.17013 -0.01591
C 4.13027 -2.61489 -2.69437
Ge 2.23404 -1.06278 -0.29245
Si 2.53591 0.41167 2.08136
C 1.31440 1.57158 2.83254
C 2.90514 -1.16466 2.96981
C 4.06837 1.26932 1.51414
Si 1.99243 1.09001 -2.29267
C 1.22251 2.43317 -1.17888
C 3.83951 1.13226 -2.10446
C 1.63791 1.05787 -4.10991
H 6.58936 -2.26290 -0.49557
H 5.75678 -1.58332 0.89034
H 5.87161 -0.66896 -0.63099
H 4.78768 -4.79435 -0.31437
H 3.03220 -4.67497 -0.34957
H 3.93649 -4.12138 1.07296
H 4.26603 -3.65158 -3.00983
H 4.93272 -2.02884 -3.14517
H 3.18390 -2.27379 -3.11900
H 0.31023 1.46068 2.44598
H 1.64980 2.60061 2.68544
H 1.27546 1.38046 3.90872
H 2.05530 -1.83633 3.04038
H 3.18894 -0.88703 3.99224
H 3.75222 -1.69132 2.52913
H 3.88285 2.15692 0.91255
H 4.80416 0.63069 1.03198
H 4.52527 1.61572 2.45208
H 1.96241 2.79750 -0.47127
H 0.26375 2.39377 -0.63980
H 1.04185 3.21222 -1.92777
H 4.20405 1.08857 -1.08166
H 4.20526 2.06594 -2.54304
H 4.29566 0.32302 -2.67760
H 0.58989 0.93379 -4.36382
H 2.18969 0.24016 -4.57926
H 2.00770 1.98239 -4.56185
```

As for the charge: +3. Its total energy is -254377.5899 eV. The HOMO energy is -0.5639 hartree. The calculation puts the LUMO energy at -9.78 eV.

ORCA calculation (ωB97M-V with the def2-TZVPD basis set) on a 4-piece molecular cluster, C31H65FN4O6PS overall.

The geometry in XYZ format:
```
109
Properties=species:S:1:pos:R:3
C -1.91002 -0.41015 2.72434
C -0.83899 0.10147 3.69867
C 0.58554 0.04340 3.16293
N 0.72340 0.68881 1.81570
P 1.05111 -0.43795 0.49204
C -0.05635 0.23471 -0.79423
O 2.49485 0.07563 -0.10068
S 1.42652 2.14779 1.98658
O 2.84049 2.10526 2.08784
O 0.66606 2.91525 2.91064
F 1.12046 2.73106 0.56472
H -1.52212 -0.53205 1.71292
H -2.29999 -1.38132 3.02793
H -2.74892 0.28142 2.65861
H -1.05320 1.11951 4.02417
H -0.85265 -0.51330 4.60255
H 1.26443 0.52855 3.86720
H 0.91833 -0.98981 3.05978
H -0.32355 1.27657 -0.64457
H 0.43912 0.11384 -1.75807
H -0.95981 -0.37815 -0.78278
H 3.13315 -0.64760 -0.08192
C -4.15690 -5.29415 0.43956
C -3.44036 -4.17691 -0.32147
C -3.30096 -4.51035 -1.81270
C -2.27487 -5.60463 -2.09310
C -0.91443 -5.23396 -1.50825
C -0.96816 -4.92403 -0.00716
N -2.06580 -3.91572 0.22402
O -1.68880 -2.70022 0.09535
C -1.16770 -6.20485 0.81124
C 0.33353 -4.27826 0.44605
C -4.26939 -2.90943 -0.14444
H -5.13843 -5.44421 -0.01213
H -3.64394 -6.24799 0.42086
H -4.30326 -5.00691 1.48183
H -3.00266 -3.59950 -2.34089
H -4.28531 -4.79454 -2.19324
H -2.62101 -6.56266 -1.69499
H -2.17834 -5.74065 -3.17185
H -0.19151 -6.03922 -1.66338
H -0.52922 -4.35311 -2.03094
H -1.50876 -5.97393 1.82104
H -0.20779 -6.71609 0.88711
H -1.86306 -6.90777 0.36067
H 0.55589 -3.39726 -0.14773
H 1.15387 -4.99046 0.34302
H 0.26954 -3.96892 1.49037
H -4.27760 -2.59529 0.89948
H -5.29487 -3.12392 -0.45142
H -3.88787 -2.08785 -0.74403
C 4.02385 -0.45142 -5.77198
C 4.18792 -0.97107 -4.34251
C 5.64782 -0.88582 -3.87874
C 6.55138 -1.91791 -4.54720
C 6.01230 -3.32989 -4.33235
C 4.56345 -3.50310 -4.80494
N 3.73933 -2.39972 -4.19859
O 3.28199 -2.68034 -3.03720
C 4.48334 -3.51293 -6.33624
C 3.99985 -4.83019 -4.30722
C 3.30179 -0.11861 -3.44570
H 4.37555 0.58055 -5.80374
H 4.58105 -1.00537 -6.51775
H 2.97106 -0.45976 -6.05798
H 5.67443 -1.03889 -2.79540
H 6.00858 0.12812 -4.06727
H 6.65463 -1.70038 -5.61388
H 7.55512 -1.84792 -4.12414
H 6.63104 -4.06434 -4.85502
H 6.05971 -3.56993 -3.26577
H 3.46342 -3.32688 -6.67428
H 4.78305 -4.49911 -6.69154
H 5.14456 -2.79432 -6.81203
H 4.09243 -4.92971 -3.22983
H 4.55233 -5.64050 -4.78568
H 2.94576 -4.92551 -4.57016
H 2.24908 -0.26453 -3.69002
H 3.54868 0.93473 -3.59095
H 3.44077 -0.35946 -2.39873
C -0.42162 6.63120 3.29964
C -1.51555 5.83694 4.01782
C -2.28384 4.93718 3.04080
C -3.21186 5.71363 2.11158
C -4.18415 6.57608 2.91225
C -3.48288 7.52953 3.88807
N -2.50788 6.72930 4.70829
O -3.02534 6.20805 5.75486
C -2.80350 8.68009 3.13523
C -4.49807 8.14539 4.84538
C -0.82050 4.98198 5.06856
H 0.24987 5.91976 2.81698
H -0.78467 7.30809 2.53551
H 0.15785 7.21018 4.02048
H -2.87836 4.22772 3.62552
H -1.55547 4.35290 2.47429
H -2.62990 6.32792 1.41848
H -3.77691 5.01185 1.49469
H -4.81399 7.17259 2.24613
H -4.84936 5.92297 3.48539
H -2.06457 9.17495 3.76630
H -3.56399 9.41328 2.86468
H -2.32161 8.37179 2.21182
H -5.07625 7.38602 5.36318
H -5.17729 8.77629 4.26922
H -3.99927 8.76297 5.59294
H -0.36747 5.60387 5.84128
H -0.03831 4.41022 4.57126
H -1.50905 4.29133 5.54898
```

Its total energy is -74284.7368 eV. Its energy above the lowest of the compared OMol25 structures with the same formula, charge and spin is 0.0 kJ/mol. The HOMO energy (spin up / spin down) is -0.2789 / -0.3260 hartree. As for the spin multiplicity: 4. The calculation puts the LUMO energy (spin up / spin down) at 0.58 / 0.45 eV.

Q: Number 3 is which compound?
A: C31H65As2GeNReSi5